A structure of composition C40H43N11NdS at a distorted geometry, computed with the ωB97M-V functional and the def2-TZVPD basis.

The geometry in XYZ format:
```
96
Properties=species:S:1:pos:R:3
Nd 0.513 0.839 1.351
N -1.974 0.335 4.180
C -0.874 -0.424 4.363
N -0.909 -1.307 5.363
C 0.263 -1.886 5.646
N 0.389 -2.658 6.738
N 1.426 -1.699 4.944
C 1.322 -0.886 3.919
N 0.175 -0.243 3.517
C 2.601 -0.747 3.207
C 3.671 -1.526 3.642
C 4.930 -1.358 3.073
C 5.102 -0.408 2.083
C 4.011 0.278 1.623
N 2.744 0.085 2.136
H -2.720 0.227 4.839
H -1.884 1.209 3.653
H -0.431 -2.917 7.260
H 1.279 -3.149 6.852
H 3.548 -2.240 4.458
H 5.774 -1.978 3.405
H 6.071 -0.190 1.627
H 4.133 0.979 0.783
C -2.377 -5.734 -0.937
C -1.721 -4.442 -1.533
C -1.985 -4.488 -3.050
C -0.220 -4.374 -1.273
C -2.445 -3.222 -0.992
C -3.841 -3.099 -1.102
C -4.549 -1.997 -0.658
C -3.866 -0.948 -0.063
S -4.553 0.539 0.524
C -2.940 1.008 0.970
N -1.962 0.131 0.690
C -2.468 -0.997 0.058
C -1.755 -2.149 -0.399
C -2.678 2.212 1.750
C -3.707 3.068 2.137
C -3.468 4.179 2.934
C -2.178 4.394 3.426
C -1.155 3.586 3.018
C -1.359 2.455 2.207
H -1.799 -6.598 -1.243
H -3.402 -5.806 -1.274
H -2.343 -5.687 0.163
H -1.382 -5.266 -3.512
H -1.733 -3.536 -3.526
H -3.035 -4.661 -3.259
H 0.301 -5.238 -1.746
H 0.029 -4.391 -0.197
H 0.186 -3.435 -1.699
H -4.364 -3.925 -1.563
H -5.625 -1.847 -0.810
H -0.691 -2.196 -0.232
H -4.712 2.825 1.788
H -4.284 4.856 3.193
H -1.958 5.186 4.138
H -0.121 3.761 3.372
C -1.823 1.016 -4.021
C -1.792 1.974 -2.834
N -0.822 1.492 -1.860
C 0.215 0.628 -2.057
N 0.940 0.236 -1.012
C 2.190 -0.506 -1.219
C 2.375 -1.116 -2.618
C 1.770 -0.238 -3.731
N 0.477 0.291 -3.344
C -0.390 0.742 -4.437
H -2.329 1.518 -4.861
H -2.347 0.067 -3.791
H -2.778 2.073 -2.363
H -1.473 2.966 -3.161
H -0.969 1.855 -0.925
H 2.216 -1.279 -0.420
H 3.037 0.166 -1.011
H 1.969 -2.120 -2.722
H 3.461 -1.187 -2.833
H 1.641 -0.821 -4.657
H 2.459 0.583 -3.962
H -0.316 0.023 -5.250
H 0.028 1.698 -4.842
C 1.897 3.176 1.084
C 2.271 3.567 -0.233
C 1.350 4.255 -1.098
C 1.601 4.408 -2.467
C 2.798 3.870 -3.013
C 3.774 3.269 -2.183
C 3.550 3.182 -0.811
C 2.946 3.897 -4.436
N 3.060 3.912 -5.603
H 1.034 3.695 1.483
H 2.662 2.973 1.830
H 0.418 4.624 -0.648
H 0.881 4.871 -3.152
H 4.678 2.886 -2.648
H 4.339 2.853 -0.138
```

spin multiplicity = 4
⟨S²⟩ = 3.754
frontier orbital gap (alpha / beta) = 5.079 / 5.093 eV
charge = +1

Population analysis type Mulliken, resulting atomic charges in e:
1 Nd 0.52
2 N -0.15
3 C 0.42
4 N -0.72
5 C 0.31
6 N -0.32
7 N -0.59
8 C -0.34
9 N 0.14
10 C 1.29
11 C -0.53
12 C -0.60
13 C -0.98
14 C -0.11
15 N 0.34
16 H 0.27
17 H 0.04
18 H 0.27
19 H 0.26
20 H 0.50
21 H 0.42
22 H 0.46
23 H 0.07
24 C -1.73
25 C 1.96
26 C -1.56
27 C -1.50
28 C 0.40
29 C -0.64
30 C -1.57
31 C 1.54
32 S -0.43
33 C 0.19
34 N 0.59
35 C -1.74
36 C 0.33
37 C 1.12
38 C -0.88
39 C -0.86
40 C -0.87
41 C -0.07
42 C -0.31
43 H 0.46
44 H 0.37
45 H 0.37
46 H 0.47
47 H 0.23
48 H 0.38
49 H 0.49
50 H 0.30
51 H -0.02
52 H 0.38
53 H 0.39
54 H 0.41
55 H 0.44
56 H 0.41
57 H 0.41
58 H 0.42
59 C -0.51
60 C -0.68
61 N 0.70
62 C -0.39
63 N 0.79
64 C -0.27
65 C -0.72
66 C -0.76
67 N 0.33
68 C -0.80
69 H 0.39
70 H 0.22
71 H 0.33
72 H 0.33
73 H -0.40
74 H 0.37
75 H -0.20
76 H 0.13
77 H 0.43
78 H 0.43
79 H 0.24
80 H 0.47
81 H 0.23
82 C -1.87
83 C 0.92
84 C -0.64
85 C -0.69
86 C 0.46
87 C -0.48
88 C -0.70
89 C -0.04
90 N -0.59
91 H 0.64
92 H 0.60
93 H 0.43
94 H 0.52
95 H 0.50
96 H 0.42

***

A structure of composition C40H44F12GeN3O5S3V, computed with the ωB97M-V functional and the def2-TZVPD basis.

The geometry in XYZ format:
```
109
Properties=species:S:1:pos:R:3
V 1.109 -0.025 1.206
C -1.155 3.716 1.934
C 0.183 3.123 1.491
C 0.376 3.363 0.003
C 1.295 3.842 2.248
O 0.200 1.708 1.808
Ge -1.515 0.708 2.134
O -0.208 -0.596 2.628
C -0.374 -1.570 3.683
C -0.115 -0.866 5.009
C 0.647 -2.673 3.442
C -1.787 -2.133 3.615
O -1.193 0.100 0.400
C -2.249 0.032 -0.594
C -2.314 1.342 -1.371
C -3.585 -0.240 0.088
C -1.923 -1.113 -1.535
H -1.132 4.798 1.794
H -1.344 3.510 2.989
H -1.991 3.325 1.351
H 0.128 4.402 -0.226
H -0.264 2.710 -0.587
H 1.416 3.201 -0.269
H 1.297 4.891 1.946
H 2.270 3.421 2.003
H 1.145 3.791 3.325
H 0.890 -0.441 5.019
H -0.205 -1.574 5.836
H -0.838 -0.062 5.167
H 0.527 -3.453 4.196
H 0.494 -3.115 2.457
H 1.663 -2.281 3.495
H -2.531 -1.358 3.826
H -1.915 -2.917 4.363
H -1.998 -2.558 2.631
H -2.486 2.193 -0.707
H -3.140 1.301 -2.085
H -1.389 1.502 -1.929
H -3.914 0.610 0.692
H -3.510 -1.136 0.714
H -4.350 -0.445 -0.662
H -0.944 -0.956 -1.990
H -2.678 -1.165 -2.322
H -1.942 -2.059 -0.997
C 6.860 3.946 0.808
C 5.642 3.102 0.555
C 5.042 3.026 -0.691
C 3.934 2.228 -0.897
C 3.342 1.474 0.124
N 2.175 0.723 -0.133
C 1.837 0.316 -1.469
C 1.483 1.237 -2.450
C 1.159 0.843 -3.739
C 1.175 -0.492 -4.098
C 0.827 -0.947 -5.488
C 1.484 -1.423 -3.112
C 1.783 -1.052 -1.811
C 1.937 -2.081 -0.699
O 1.266 -1.642 0.427
C 3.451 -2.318 -0.401
F 3.633 -2.884 0.789
F 4.018 -3.105 -1.330
F 4.133 -1.169 -0.424
C 1.276 -3.465 -0.996
F 1.377 -4.248 0.081
F -0.009 -3.310 -1.283
F 1.836 -4.139 -2.022
C 3.972 1.519 1.395
C 5.097 2.323 1.562
C 3.614 0.585 2.556
O 2.525 -0.214 2.323
C 3.282 1.302 3.917
F 4.049 2.372 4.185
F 3.423 0.450 4.946
F 2.015 1.708 3.936
C 4.843 -0.360 2.849
F 4.464 -1.478 3.461
F 5.488 -0.707 1.735
F 5.753 0.251 3.642
H 7.068 4.598 -0.041
H 7.741 3.323 0.975
H 6.730 4.572 1.691
H 5.446 3.592 -1.523
H 3.521 2.178 -1.891
H 1.455 2.286 -2.201
H 0.882 1.595 -4.469
H 0.505 -0.110 -6.107
H 0.023 -1.683 -5.466
H 1.687 -1.415 -5.972
H 1.452 -2.470 -3.373
H 5.591 2.328 2.523
S -8.674 -3.203 -0.927
C -7.009 -3.261 -0.781
S -6.185 -4.122 0.478
C -4.604 -3.707 -0.198
N -4.723 -3.002 -1.287
N -6.058 -2.736 -1.578
C -6.261 -1.966 -2.752
C -5.397 -2.165 -3.824
C -5.537 -1.398 -4.969
C -6.532 -0.432 -5.052
C -7.378 -0.233 -3.972
C -7.245 -0.989 -2.817
S -3.163 -4.203 0.544
H -4.614 -2.905 -3.734
H -4.862 -1.559 -5.801
H -6.640 0.165 -5.949
H -8.151 0.525 -4.018
H -7.904 -0.835 -1.976
```

spin multiplicity = 2
⟨S²⟩ = 0.787
frontier orbital gap (alpha / beta) = 4.889 / 5.858 eV
charge = -1

Atomic partial charges in e from the Mulliken method, atoms 1 to 99:
1 V 0.63
2 C -2.05
3 C 1.48
4 C -1.05
5 C -1.85
6 O -0.66
7 Ge -0.93
8 O 1.14
9 C 1.63
10 C -1.61
11 C -1.47
12 C -1.82
13 O 1.33
14 C 1.58
15 C -1.93
16 C -1.58
17 C -0.37
18 H 0.47
19 H 0.41
20 H 0.40
21 H 0.75
22 H -0.31
23 H 0.02
24 H 0.56
25 H 0.31
26 H 0.37
27 H 0.15
28 H 0.47
29 H 0.30
30 H 0.62
31 H 0.22
32 H 0.11
33 H 0.36
34 H 0.48
35 H 0.25
36 H 0.22
37 H 0.45
38 H 0.24
39 H 0.54
40 H 0.30
41 H 0.11
42 H -0.65
43 H 0.43
44 H -0.04
45 C -1.58
46 C 0.29
47 C -1.28
48 C -0.61
49 C 0.82
50 N 1.70
51 C 0.33
52 C 0.09
53 C -1.67
54 C 0.63
55 C -1.69
56 C -0.60
57 C -1.41
58 C 2.07
59 O 0.05
60 C 0.30
61 F -0.23
62 F -0.30
63 F -0.31
64 C -0.13
65 F -0.25
66 F -0.06
67 F -0.28
68 C -1.52
69 C -0.57
70 C 2.19
71 O -0.32
72 C 0.25
73 F -0.33
74 F -0.30
75 F 0.02
76 C 0.37
77 F -0.20
78 F -0.24
79 F -0.31
80 H 0.38
81 H 0.30
82 H 0.37
83 H 0.35
84 H 0.49
85 H 0.46
86 H 0.33
87 H 0.38
88 H 0.37
89 H 0.33
90 H 0.63
91 H 0.59
92 S -0.41
93 C 0.18
94 S -0.20
95 C 0.06
96 N -0.48
97 N 0.49
98 C 0.19
99 C -0.12